[1]
Below is a molecular structure, C41H58BrNP3RuSiTe4, with properties calculated with ωB97M-V with the def2-TZVPD basis set.

Summary:
- Net charge: 0
- Orbital gap (alpha / beta): 0.2340 / 0.1878 Eh
- Relative energy (zero: lowest compared OMol25 entry of this formula, charge and spin): 0.00 kJ/mol
- 2S+1: 2

XYZ file:
```
110
C41H58BrNP3RuSiTe4 ωB97M-V with the def2-TZVPD basis set
Ru 0.20358 0.42968 -0.33714
C -4.29921 2.86415 -0.91500
C -2.94607 2.19233 -1.19961
C -2.07229 3.26712 -1.83214
P -2.16214 1.05179 0.09143
C -3.77156 0.09776 0.41209
C -3.79330 -0.88015 1.58374
C -4.45301 -0.51982 -0.80980
C -2.10975 1.80693 1.78145
C -3.06090 2.71897 2.23065
C -2.97904 3.24709 3.51035
C -1.95903 2.84733 4.36233
C -1.03429 1.90753 3.93243
C -1.08870 1.37215 2.64551
Si 0.08978 0.08363 1.90425
C -0.72537 -1.58029 2.31213
C -1.12736 -1.95594 3.59521
C -1.75600 -3.16691 3.82610
C -1.98728 -4.03257 2.76339
C -1.58936 -3.68128 1.48449
C -0.97213 -2.44924 1.24728
P -0.25328 -1.93735 -0.36436
C 1.00983 -3.32627 -0.48411
C 1.86671 -3.35408 0.78813
C 0.51658 -4.75809 -0.72736
C -1.43465 -2.35441 -1.73942
C -2.46156 -3.47662 -1.60216
C -0.64575 -2.47121 -3.04882
C 1.78278 0.01317 2.72868
C 2.00494 -0.17956 4.09584
C 3.28187 -0.34057 4.60197
C 4.36925 -0.31011 3.73746
C 4.17009 -0.11658 2.38243
C 2.88247 0.04361 1.86055
P 2.56963 0.34289 0.05523
C 3.91110 1.66815 -0.20165
C 4.06151 2.71286 0.92078
C 3.93193 2.39217 -1.54913
C 3.42777 -1.07510 -0.81657
C 3.40094 -0.91072 -2.33805
C 4.80611 -1.55122 -0.36791
H -4.73089 3.17185 -1.87034
H -4.15009 3.77474 -0.33372
H -5.04226 2.25118 -0.41179
H -3.11738 1.43334 -1.97209
H -1.95463 4.10582 -1.15037
H -2.57252 3.64033 -2.73187
H -1.08106 2.92916 -2.10710
H -4.39398 0.93014 0.74584
H -3.34407 -1.83970 1.34010
H -4.83755 -1.06527 1.85050
H -3.29281 -0.47848 2.46331
H -3.82540 -1.25673 -1.30734
H -4.75497 0.22036 -1.54924
H -5.35799 -1.04163 -0.48829
H -3.85847 3.04772 1.57932
H -3.70680 3.97893 3.83754
H -1.88481 3.26809 5.35723
H -0.23860 1.60793 4.60569
H -0.97063 -1.27691 4.42724
H -2.07013 -3.43875 4.82625
H -2.48090 -4.98166 2.93123
H -1.78590 -4.37013 0.67772
H 1.61324 -3.06911 -1.35705
H 1.31337 -3.84946 1.58729
H 2.14280 -2.36831 1.16343
H 2.78375 -3.92155 0.61095
H -0.03596 -5.14609 0.12682
H 1.39425 -5.39795 -0.85218
H -0.09198 -4.87113 -1.62004
H -2.00295 -1.42576 -1.78050
H -2.01026 -4.46699 -1.56127
H -3.11914 -3.45712 -2.47632
H -3.08634 -3.35066 -0.71908
H -0.16874 -3.44543 -3.14602
H 0.13244 -1.71016 -3.12267
H -1.31592 -2.35093 -3.90363
H 1.16328 -0.22044 4.77818
H 3.43503 -0.49077 5.66343
H 5.37446 -0.42943 4.12199
H 5.03541 -0.07244 1.73657
H 4.81081 1.04551 -0.18147
H 3.10195 3.04429 1.30803
H 4.57160 3.59237 0.52086
H 4.65216 2.34250 1.75421
H 3.16546 3.16335 -1.57881
H 3.82735 1.74287 -2.41386
H 4.89010 2.90836 -1.64739
H 2.75014 -1.88453 -0.60737
H 4.19661 -0.25803 -2.69354
H 2.44225 -0.52638 -2.68743
H 3.55876 -1.88586 -2.80740
H 5.58750 -0.80406 -0.52402
H 5.08314 -2.42524 -0.96485
H 4.81710 -1.85554 0.67669
Te 0.47430 3.04873 0.46406
Te 1.18584 4.94188 -1.40731
Te -0.60092 8.75659 -1.64744
Te -0.65662 6.56981 -0.24305
Br -0.30300 2.75257 -6.89756
C -0.13453 1.99960 -5.18058
C -1.09507 1.12504 -4.70421
C -0.93640 0.61408 -3.43102
N 0.09213 0.90231 -2.62442
C 1.00138 1.75126 -3.11592
C 0.93806 2.32223 -4.37574
H -1.95537 0.85218 -5.29823
H -1.68566 -0.05376 -3.03866
H 1.81087 2.00209 -2.44891
H 1.70028 3.01796 -4.69501
```

Results of the Löwdin charge analysis, in e, for atoms 1 through 8: 0.130 -0.111 -0.510 -0.219 0.982 -0.497 -0.087 -0.095

***

[2]
Below is a molecular structure, C41H58N3O5SV in a non-equilibrium geometry, with properties calculated with ωB97M-V with the def2-TZVPD basis set.

Summary:
- Net charge: -1
- Orbital gap (alpha / beta): 0.2022 / 0.2521 Eh
- Relative energy (zero: lowest compared OMol25 entry of this formula, charge and spin): 12.35 kJ/mol
- 2S+1: 4

XYZ file:
```
109
C41H58N3O5SV ωB97M-V with the def2-TZVPD basis set
V -0.81499 1.70353 -0.21092
C -2.50173 4.00682 -1.33471
N -2.56638 3.12088 -0.16370
C -2.55108 3.92388 1.06681
C -3.77104 2.25720 -0.21157
C -3.52628 0.88148 0.40514
N -2.36367 0.22461 -0.22523
C -1.88105 -0.93909 0.55447
C -1.38034 -0.71613 1.97848
C -1.33930 -1.86722 2.75272
C -0.77340 -1.90514 4.01868
C -0.23670 -0.70987 4.48943
C -0.25961 0.48012 3.76678
C -0.86015 0.50357 2.48549
O -0.96433 1.62778 1.80326
C 0.37373 1.75925 4.32695
C 1.05190 1.52310 5.67823
C -0.70670 2.83144 4.53242
C 1.44731 2.29327 3.36175
C -0.73609 -3.21540 4.80862
C -0.02212 -4.30005 3.98754
C -2.16710 -3.68188 5.10381
C 0.00428 -3.06235 6.13747
C -2.69943 -0.23737 -1.59970
C -1.52213 -0.59403 -2.46194
C -1.38121 -1.88801 -2.95203
C -0.39194 -2.20954 -3.86866
C 0.41252 -1.15602 -4.31143
C 0.31707 0.14987 -3.85033
C -0.64213 0.44316 -2.84618
O -0.76617 1.63292 -2.29570
C 1.17964 1.26901 -4.44340
C 0.25004 2.30763 -5.09103
C 2.13418 0.75530 -5.52178
C 2.03054 1.95323 -3.36337
C -0.12296 -3.63164 -4.35942
C -1.18101 -4.61412 -3.85918
C -0.11320 -3.67917 -5.89283
C 1.24828 -4.08745 -3.83828
H -3.37705 4.66903 -1.38672
H -2.42345 3.40196 -2.23591
H -1.60310 4.61895 -1.26493
H -3.35507 4.67181 1.04438
H -1.58869 4.42689 1.16046
H -2.66235 3.27238 1.92766
H -4.06268 2.15809 -1.25554
H -4.60531 2.74523 0.30647
H -4.42398 0.25593 0.30041
H -3.30718 0.98509 1.46777
H -1.07683 -1.37594 -0.04104
H -2.68360 -1.69001 0.59533
H -1.75307 -2.77863 2.32287
H 0.23239 -0.70702 5.46244
H 0.34379 1.20045 6.44714
H 1.49983 2.46294 6.01337
H 1.84854 0.77641 5.61184
H -1.45330 2.48736 5.25508
H -1.20529 3.05095 3.59054
H -0.25641 3.75436 4.91828
H 2.17212 1.50678 3.12537
H 1.98452 3.12529 3.83231
H 0.99870 2.64455 2.43488
H -0.58025 -4.54739 3.08143
H 0.08619 -5.21844 4.57543
H 0.96997 -3.96205 3.67914
H -2.73155 -3.82165 4.17881
H -2.69641 -2.93990 5.70782
H -2.16407 -4.63395 5.64771
H 1.03986 -2.74506 5.98925
H 0.01781 -4.02254 6.66171
H -0.48159 -2.33192 6.78984
H -3.23857 0.57414 -2.08802
H -3.38169 -1.09481 -1.51908
H -2.07326 -2.64379 -2.59403
H 1.17971 -1.38312 -5.04334
H -0.33644 1.84738 -5.89174
H 0.83694 3.12770 -5.52188
H -0.43539 2.71737 -4.34790
H 1.60248 0.31829 -6.37253
H 2.82939 0.00656 -5.12937
H 2.72452 1.59759 -5.89388
H 1.39823 2.42054 -2.61314
H 2.66110 2.72270 -3.82538
H 2.68816 1.22273 -2.87850
H -2.18389 -4.32377 -4.18419
H -1.18546 -4.68198 -2.76840
H -0.97252 -5.61293 -4.25357
H -1.05614 -3.30041 -6.29644
H 0.02592 -4.70747 -6.24396
H 0.69472 -3.07482 -6.31074
H 1.27509 -4.06035 -2.74634
H 2.04027 -3.42548 -4.19685
H 1.47540 -5.10674 -4.17130
O 0.84257 2.97121 -0.14924
C 1.59184 1.98246 -0.07985
N 1.07066 0.74385 -0.08686
S 2.20970 -0.40881 0.08013
O 2.16369 -1.01212 1.37942
O 2.25566 -1.25343 -1.07605
C 3.57321 0.73337 0.05300
C 4.92683 0.45491 0.09039
C 5.79673 1.53741 0.06754
C 5.31995 2.84192 0.01198
C 3.94680 3.09532 -0.02891
C 3.09702 2.01577 -0.00924
H 5.29075 -0.56364 0.13070
H 6.86575 1.35983 0.09108
H 6.02142 3.66740 -0.00352
H 3.54904 4.10166 -0.08025
```

Results of the Löwdin charge analysis, in e, for atoms 1 through 8: 0.771 -0.081 -0.306 -0.081 -0.161 -0.144 -0.219 -0.108

***

[3]
Below is a molecular structure, C41H59N11P2Y in a non-equilibrium geometry, with properties calculated with ωB97M-V with the def2-TZVPD basis set.

Summary:
- Net charge: +3
- Orbital gap: 0.2157 Eh
- Relative energy (zero: lowest compared OMol25 entry of this formula, charge and spin): 98.64 kJ/mol

XYZ file:
```
114
C41H59N11P2Y ωB97M-V with the def2-TZVPD basis set
Y -0.39105 -0.03759 0.21021
C 0.13764 -2.53999 2.95865
C 1.47201 -2.04188 2.35516
N 1.47083 -0.65684 1.81731
C 1.67992 0.36639 2.87551
C 1.26697 1.75497 2.37996
N -0.17789 1.77259 2.06390
C -0.99353 2.06854 3.26999
C -2.39400 1.44233 3.27638
C -3.15290 1.44829 1.94738
N -2.79543 0.33897 1.01757
C -3.37783 -0.94947 1.46726
C -2.77415 -2.13843 0.71128
N -1.29870 -2.22253 0.85504
C -0.84536 -3.13649 1.93242
H -1.08279 -0.88886 3.10030
H 0.39049 -3.35605 3.64077
H 1.72291 -2.72063 1.53379
H 2.25607 -2.13717 3.11668
H 2.31161 -0.60827 1.23019
H 2.72521 0.39101 3.19947
H 1.06999 0.11325 3.74225
H 1.83448 2.02027 1.47652
H 1.51234 2.49277 3.15198
H -0.33019 2.57321 1.44384
H -1.09648 3.15270 3.37655
H -0.46671 1.70687 4.15451
H -2.98163 2.02694 3.98543
H -2.35568 0.43915 3.69792
H -2.97499 2.39207 1.42459
H -4.22529 1.38864 2.16962
H -3.29219 0.58159 0.15355
H -4.46369 -0.96055 1.32231
H -3.19834 -1.06368 2.53822
H -3.00840 -2.04752 -0.35662
H -3.26136 -3.05021 1.07418
H -0.97820 -2.68414 -0.01911
H -0.35619 -4.00721 1.48429
H -1.71275 -3.50486 2.48820
C 2.60127 1.69783 -1.84110
N 1.21732 1.56107 -2.31046
P 0.70146 -0.09801 -2.40258
C 2.22081 -0.89544 -3.00993
C 3.09333 -1.47681 -2.09396
C 4.30785 -1.98411 -2.52530
C 4.65038 -1.91101 -3.86850
C 3.77215 -1.35239 -4.78290
C 2.55700 -0.84281 -4.35905
C -0.34688 -0.08693 -3.88088
C -0.33475 0.97988 -4.77437
C -1.04752 0.88951 -5.95613
C -1.76107 -0.26209 -6.25074
C -1.78581 -1.31995 -5.35343
C -1.08454 -1.23336 -4.16486
P 0.11373 2.42805 -1.25227
C 0.82631 4.09866 -1.33510
C 0.81710 4.93617 -0.22425
C 1.31137 6.22644 -0.32736
C 1.82170 6.68214 -1.53148
C 1.85246 5.84122 -2.63593
C 1.35493 4.55603 -2.54504
C -1.40999 2.59914 -2.25339
C -1.74424 3.79376 -2.88760
C -2.94946 3.90807 -3.56080
C -3.83123 2.84093 -3.60524
C -3.51487 1.65121 -2.96247
C -2.31884 1.53945 -2.27851
H 3.27812 1.37287 -2.62867
H 2.81297 1.11588 -0.93156
H 2.80926 2.74519 -1.63026
H 2.80849 -1.52988 -1.04815
H 4.99927 -2.41466 -1.81502
H 5.60439 -2.28784 -4.20133
H 4.03372 -1.30882 -5.82847
H 1.88216 -0.39282 -5.07141
H 0.23177 1.86877 -4.54378
H -1.03766 1.71411 -6.65093
H -2.29963 -0.33514 -7.18199
H -2.34484 -2.21432 -5.58421
H -1.09989 -2.05292 -3.45777
H 0.41537 4.59010 0.72016
H 1.29284 6.87782 0.53327
H 2.19271 7.69224 -1.61276
H 2.25620 6.19390 -3.57127
H 1.37534 3.90420 -3.40655
H -1.07294 4.63884 -2.85838
H -3.19962 4.84128 -4.04285
H -4.76775 2.93647 -4.13164
H -4.20378 0.81997 -2.99931
H -2.07316 0.59364 -1.77367
N 2.69383 -4.85209 -1.93074
N 1.42746 -4.42293 -1.94420
N 0.48302 -5.09012 -2.54495
C -0.60189 -4.40094 -2.23981
N -0.30637 -3.34406 -1.48272
N 0.99946 -3.37487 -1.29241
H 2.82516 -5.64218 -2.55244
H 3.39608 -4.12560 -2.01491
H -1.58132 -4.67017 -2.56640
C -0.06901 -0.99952 7.33681
C -0.09476 -1.97563 6.14756
C -1.07181 -3.12748 6.46117
C 1.32936 -2.52903 5.95599
C -0.69274 -1.27791 4.99207
N -0.57024 -1.50653 3.73236
H 0.19067 -1.52992 8.24796
H -1.03797 -0.53269 7.48094
H 0.67233 -0.22127 7.17006
H -0.67998 -3.68518 7.30698
H -1.17434 -3.80840 5.61879
H -2.05144 -2.74354 6.72934
H 1.74539 -2.72599 6.93909
H 1.97426 -1.80217 5.46634
H 1.34683 -3.46550 5.40586
```

Results of the Löwdin charge analysis, in e, for atoms 1 through 8: 1.430 -0.254 -0.127 -0.123 -0.171 -0.195 -0.148 -0.171

***

[4]
Below is a molecular structure, C41H59NP3PbSSi, with properties calculated with ωB97M-V with the def2-TZVPD basis set.

Summary:
- Net charge: +1
- Orbital gap: 0.2676 Eh
- Relative energy (zero: lowest compared OMol25 entry of this formula, charge and spin): 0.00 kJ/mol

XYZ file:
```
107
C41H59NP3PbSSi ωB97M-V with the def2-TZVPD basis set
Pb 0.00265 -0.17758 -1.05035
C -4.59864 -2.98777 -0.56698
C -3.33170 -2.38245 -1.16255
C -2.93328 -3.08392 -2.46399
P -1.78689 -2.16522 -0.15836
C -0.86683 -3.76856 -0.19906
C -1.62057 -4.94123 0.42196
C 0.50471 -3.59294 0.45190
C -2.13245 -1.84781 1.61315
C -3.17867 -2.49292 2.27630
C -3.50765 -2.16282 3.58136
C -2.78955 -1.17982 4.24480
C -1.71584 -0.57438 3.61111
C -1.34621 -0.90452 2.30372
Si 0.21740 -0.11252 1.56806
C 0.17175 1.70828 2.07732
C 0.81804 2.11938 3.24671
C 0.82196 3.44639 3.64595
C 0.17691 4.39854 2.87171
C -0.48050 4.01353 1.71510
C -0.49686 2.67751 1.30822
P -1.35248 2.16198 -0.22358
C -3.17388 2.33062 0.04131
C -3.58165 3.51581 0.91489
C -3.76887 1.04402 0.60695
C -0.92372 3.35481 -1.57325
C 0.59175 3.53056 -1.64957
C -1.64158 4.69998 -1.63751
C 1.71950 -0.93456 2.38186
C 1.53990 -1.60296 3.59934
C 2.56889 -2.29925 4.21242
C 3.81245 -2.35525 3.60473
C 4.01544 -1.69892 2.40269
C 2.99606 -0.97456 1.78133
P 3.24527 -0.13238 0.16977
C 4.37082 1.31145 0.51267
C 3.52552 2.56695 0.73287
C 5.38068 1.16065 1.64410
C 4.27000 -1.31500 -0.84843
C 5.79121 -1.30451 -0.69086
C 3.92026 -1.05975 -2.31943
H -5.36334 -3.00735 -1.34666
H -4.99030 -2.39220 0.25519
H -4.46014 -4.01360 -0.22385
H -3.56576 -1.35329 -1.44098
H -2.74738 -4.14838 -2.31064
H -2.04739 -2.63202 -2.91555
H -3.74989 -2.98720 -3.18086
H -0.71471 -3.96537 -1.26456
H -1.79570 -4.77458 1.48596
H -1.02449 -5.85104 0.32523
H -2.57971 -5.12218 -0.06282
H 0.41514 -3.33798 1.50972
H 1.10103 -2.81332 -0.03066
H 1.06785 -4.52560 0.38438
H -3.75077 -3.25987 1.77856
H -4.32995 -2.66655 4.07262
H -3.05531 -0.89792 5.25555
H -1.15021 0.18047 4.14773
H 1.34913 1.38613 3.84464
H 1.33631 3.73976 4.55223
H 0.18200 5.43960 3.16734
H -0.98511 4.76864 1.12917
H -3.54869 2.46727 -0.97869
H -3.22392 3.38092 1.93649
H -4.67167 3.57002 0.94904
H -3.21429 4.47339 0.55049
H -3.40131 0.84858 1.61674
H -3.52694 0.18363 -0.01598
H -4.85594 1.13202 0.65626
H -1.25639 2.77507 -2.44340
H 0.96830 4.08234 -0.78680
H 0.85797 4.09130 -2.54772
H 1.12154 2.57409 -1.68736
H -1.34450 5.37195 -0.83222
H -2.72584 4.59620 -1.62711
H -1.37316 5.19050 -2.57586
H 0.56607 -1.60203 4.07263
H 2.39555 -2.80684 5.15271
H 4.62297 -2.90755 4.06256
H 4.99097 -1.75649 1.94423
H 4.90798 1.43066 -0.43606
H 2.93225 2.48153 1.64476
H 2.83884 2.74052 -0.09439
H 4.16736 3.44486 0.83618
H 4.86926 1.05418 2.60239
H 6.00247 2.05730 1.69829
H 6.04418 0.30719 1.51900
H 3.89215 -2.30574 -0.57237
H 6.20890 -0.32536 -0.93103
H 6.22893 -2.02110 -1.38940
H 6.13120 -1.58055 0.30376
H 4.19831 -0.04326 -2.61345
H 2.85287 -1.17781 -2.51209
H 4.46515 -1.74899 -2.96790
S -2.96301 0.59144 -3.21232
C -2.13275 0.68076 -4.67387
N -2.80323 0.48199 -5.84387
C -2.25436 0.53823 -7.08328
C -0.93268 0.80419 -7.23102
C -0.16945 1.01759 -6.06033
C -0.74595 0.95964 -4.82641
H -3.79206 0.29212 -5.74364
H -2.92691 0.36154 -7.90940
H -0.49233 0.84897 -8.21457
H 0.88851 1.22990 -6.14682
H -0.16672 1.11215 -3.92709
```

Results of the natural (NBO) charge analysis, in e, for atoms 1 through 8: 0.714 -0.611 -0.527 -0.609 0.895 -0.524 -0.616 -0.595